No. 1
Entry from the Open Molecules 2025 dataset: 3 unconnected molecules or ions with the total composition C29H58BClF5NO8S in a non-equilibrium geometry (the ωB97M-V functional and the def2-TZVPD basis).

```
! RIJCOSX wB97M-V def2-TZVPD def2/J DEFGRID3
* xyz 0 1
H -3.128 -6.576 -3.931
H 4.829 2.702 -1.282
H -1.795 3.711 -4.338
H 3.406 1.974 7.276
H 0.207 1.483 -4.430
H -0.101 -1.762 -1.863
H 3.312 -1.135 -1.852
C 2.919 -0.125 -2.044
H -0.584 -5.105 -3.026
H -4.702 -4.706 -3.406
H -3.074 -0.744 -5.843
C 0.022 -1.186 -0.945
O -2.156 -1.708 -0.254
C -1.117 4.548 -4.153
C -1.688 0.951 -3.564
O -0.468 2.127 3.452
H 4.090 0.478 9.078
H 0.522 1.572 8.222
H -2.003 -6.880 -1.779
C -0.311 1.483 0.861
F 2.732 5.062 3.394
H -2.271 -2.003 -6.725
H -1.150 0.833 1.149
C -5.965 -5.823 -2.064
C 3.076 0.385 8.676
C 1.085 0.796 6.291
O 4.927 1.774 -1.031
C -0.926 -0.522 -5.878
H 2.020 2.216 -3.258
H -1.981 -4.571 -3.975
H 1.084 2.783 7.091
C 1.274 1.767 7.452
N -1.763 5.453 -3.190
H 0.988 -1.433 -0.497
C -3.731 -6.604 -3.018
H -2.191 -0.022 -3.496
H -1.065 0.629 -1.131
H 2.854 0.371 -1.068
H -1.435 6.403 -3.296
H 3.091 0.940 11.425
C 2.678 1.725 8.054
H -3.422 -6.376 -0.895
H -1.811 -4.579 -0.913
C 1.362 2.149 -2.387
H -1.968 1.495 -2.659
C -2.367 -4.762 -1.837
C 0.339 3.317 -2.396
C 0.724 0.729 -2.482
C 0.300 4.122 -3.730
H -4.034 -7.649 -2.893
H -5.485 -6.091 -4.134
C -2.202 -1.411 -5.809
O 0.614 0.928 -0.007
O 1.310 0.771 2.763
O 1.725 -0.287 -2.723
H 2.501 -1.100 10.108
C -0.173 0.698 -3.767
H 0.692 4.044 -1.654
H -0.304 -1.495 -4.040
H 1.449 0.389 11.765
H -0.665 3.037 -2.060
H 6.722 1.311 -2.941
H -1.644 5.120 -2.242
C -1.460 -4.452 -3.023
C -1.050 -1.628 0.034
H -1.143 0.516 -6.145
H -2.283 -2.012 -4.902
H -6.851 -5.222 -2.277
O 3.915 0.520 -2.863
H 0.997 -0.687 -5.003
H -1.107 -3.420 -2.971
C 1.742 4.211 3.515
H -3.210 -4.066 -1.828
S 0.499 1.890 2.443
H 1.139 -0.269 9.392
F 0.641 4.920 3.606
Cl -0.587 -2.085 1.700
B 5.007 0.940 -2.147
H 1.214 -0.241 6.607
C 2.097 0.809 10.993
C 2.149 -0.117 9.782
C -0.008 0.345 -1.181
H 1.795 1.003 5.490
F 1.940 3.506 4.581
C -4.980 -5.749 -3.227
F 1.230 4.136 1.232
H 1.939 2.257 -1.467
H 2.763 2.515 8.807
H -1.020 5.131 -5.077
F 2.849 2.916 1.918
O 6.272 0.542 -2.565
H -5.527 -5.444 -1.139
H -0.331 -0.902 -6.717
C 1.640 3.341 2.227
H 0.080 0.891 5.879
H 0.878 5.048 -3.614
C -0.012 -0.605 -4.604
H -2.113 1.497 -4.406
C -2.865 -6.206 -1.821
H -6.289 -6.852 -1.894
H 1.702 1.793 10.733
H -0.747 2.408 0.443
H 3.135 -0.377 7.892
H 0.785 3.578 -4.550
*
```

Calculated values
* LUMO level: 0.008 eV
* SMILES: CCC[C@@H](C)[C@](CCCCN)(OCOB(O)O)[C@@H](CC(=O)Cl)OCS(=O)(=O)C(F)(F)C(F)(F)F.CCCCCC.CCCCCC

Löwdin population analysis, charges in e, atoms 1 to 4:
1. H 0.1000
2. H 0.1123
3. H 0.0882
4. H 0.1083



No. 2
Entry from the Open Molecules 2025 dataset: 3 unconnected molecules or ions with the total composition C29H58BClFO9S in a non-equilibrium geometry (the ωB97M-V functional and the def2-TZVPD basis).

```
! RIJCOSX wB97M-V def2-TZVPD def2/J DEFGRID3
* xyz -1 1
C 1.116 0.238 4.314
H 6.382 -0.082 -7.683
O -3.600 -1.971 4.487
H 3.323 0.119 -1.448
C -5.969 1.672 1.273
C -3.052 0.108 -3.556
C 1.715 -0.630 -2.601
H 1.360 0.895 5.136
C 3.986 1.402 3.175
C 6.244 0.494 -6.771
H -0.306 -0.566 -0.932
H -1.143 -1.488 -4.349
H -3.029 2.497 -2.532
H -5.994 1.813 2.342
H -1.677 -2.939 4.916
H -2.434 -3.255 -0.245
H -0.044 -2.841 0.964
C -2.171 -1.828 -4.458
H 0.855 -0.865 0.324
H 7.210 0.708 -6.317
H -4.655 -2.638 1.370
C -4.249 -1.667 1.113
H 5.735 1.425 -7.000
O -2.385 -0.023 -2.569
H -7.016 -0.151 1.158
H -4.709 2.794 -3.022
H -2.453 -2.432 -3.598
C 2.588 0.536 -2.128
H 1.900 2.551 -2.078
H 0.766 1.393 -1.350
H 3.750 1.155 2.147
H 3.778 0.461 5.089
H 0.944 1.448 1.429
C 1.459 -1.680 -1.522
O 6.917 -1.872 -5.813
H 6.310 -3.129 -3.547
H -2.144 -1.620 -0.816
H 4.034 3.236 4.217
H -2.758 -3.329 2.893
H 3.685 3.588 1.695
H 2.248 -0.632 2.702
B -2.612 -1.630 1.326
H 2.463 2.525 4.263
C 3.683 0.187 4.042
C -3.999 2.037 -2.716
C -1.942 -2.314 -0.003
O -8.310 1.728 0.045
C 3.308 2.699 3.615
H -5.043 2.084 0.898
C -5.010 -0.551 1.828
H 5.057 1.558 3.230
C 5.379 -3.199 -4.106
H -4.413 -1.548 0.043
H -0.204 -3.363 -0.667
H 0.379 2.678 0.360
O -3.909 1.100 -3.794
O -7.756 3.574 1.534
C 1.516 3.491 1.953
Cl -6.407 3.591 -0.936
H 5.480 -3.923 -4.912
H 2.886 1.181 0.291
H -5.578 -0.986 2.643
H -2.729 -2.804 6.090
H 2.388 -1.849 -0.986
C 1.238 2.370 0.943
C 2.937 3.641 2.476
H 0.766 -0.251 -2.964
H 3.022 2.893 -0.188
H 4.576 -3.502 -3.441
C 2.351 -0.490 3.770
H -4.355 1.546 -1.814
C -2.577 -1.573 3.818
C 2.353 2.053 -0.059
H 3.010 4.646 2.883
H 2.262 -1.119 -3.401
H 1.147 4.429 1.559
H -5.803 0.023 -0.114
O -3.057 -0.716 -4.606
C 0.356 -1.321 -0.528
C -2.277 -2.128 5.367
H 4.462 -0.549 3.859
H 0.901 3.289 2.824
C -0.426 -2.530 -0.003
C 5.875 -1.383 -5.462
H -4.339 0.168 2.288
H 0.398 -0.485 4.678
H -2.269 -2.414 -5.367
C -6.014 0.191 0.932
H 0.619 0.809 3.541
H 2.378 -1.462 4.244
O 5.003 -1.920 -4.620
H -1.133 -2.545 2.844
O 5.400 -0.203 -5.856
C 1.803 1.671 -1.455
F -2.155 -0.243 1.389
C -2.209 -2.412 2.723
H -2.394 -0.526 3.690
H 1.209 -2.615 -2.016
S -7.329 2.587 0.603
H 3.132 0.911 -2.987
*
```

Calculated values
* LUMO level: 2.072 eV

Löwdin population analysis, charges in e, atoms 1 to 4:
1. C -0.0851
2. H 0.0957
3. O -0.0781
4. H 0.0955



No. 3
Entry from the Open Molecules 2025 dataset: a molecular structure, C29H58F3GaIO14S6 in a non-equilibrium geometry (the ωB97M-V functional and the def2-TZVPD basis).

```
! RIJCOSX wB97M-V def2-TZVPD def2/J DEFGRID3
* xyz -1 1
H 2.654 -4.719 -0.905
H 3.925 0.106 -1.017
O 0.108 0.185 7.599
H -3.935 -1.599 -2.014
H -0.119 7.128 4.070
H 0.392 5.404 -2.647
H 4.433 5.249 -3.322
H -1.971 3.947 -1.370
O -9.041 -9.641 1.925
O 4.793 -2.453 -0.707
H 8.270 5.336 -3.611
S -9.086 -9.089 0.590
Ga -1.792 -1.282 -0.456
C 6.343 -1.864 -2.754
C 0.819 3.729 -1.351
H -7.322 -7.272 -1.259
C -1.411 4.287 -2.246
C 5.922 0.405 -1.878
H 0.758 -1.446 -1.012
C -1.884 7.709 1.973
H -7.408 -6.987 1.781
H -1.288 -4.154 7.853
S 6.713 3.662 -4.285
H -2.083 8.604 3.948
H 6.722 6.775 -4.652
H -1.256 -1.649 8.957
F -5.703 -3.512 -1.509
C -3.578 -2.106 -1.067
H 7.026 -2.352 -2.058
C 4.963 5.606 -4.210
H -6.771 -9.581 0.634
H -1.997 4.841 3.270
H -7.418 -9.615 -1.030
H 5.670 4.773 -6.086
H 1.457 -1.865 5.507
C 0.033 -3.318 6.327
F -4.527 -5.183 -2.390
F -4.671 -5.017 -0.169
O 7.718 3.332 -5.269
H 0.997 -4.223 -0.125
C -9.257 -7.317 0.715
H -7.772 -5.731 0.591
C -7.043 -7.608 -0.256
H 0.869 -3.923 6.694
H 1.870 3.923 -1.566
C -0.469 -2.240 8.489
C -7.426 -9.080 -0.080
H -0.130 -1.077 -2.549
I -1.255 -2.044 1.992
S 0.282 2.291 -2.274
H -4.336 -1.891 -0.243
C 5.328 4.431 -5.107
C -1.105 6.654 4.064
H -0.683 3.428 -4.103
H 6.161 6.969 -2.993
H -0.209 4.824 3.247
C 1.291 -3.485 -2.221
H -2.808 7.857 1.415
H 6.367 0.229 -0.892
O 1.305 1.932 -3.234
O -0.103 -3.143 -2.041
C -1.097 5.445 3.137
H 6.337 -2.399 -3.704
S -1.150 6.146 1.498
H 3.968 0.204 -2.803
H -9.849 -7.062 1.593
H -5.966 -7.466 -0.151
H -1.885 2.402 -3.267
C -1.059 3.098 -3.133
H -9.756 -6.966 -0.190
C 4.499 -0.137 -1.911
S 0.669 -1.147 7.642
H 7.134 4.891 -2.307
H -1.349 6.371 5.089
C 7.231 5.111 -3.371
C 6.293 6.243 -3.798
H 1.909 -2.601 -2.613
C -2.140 7.619 3.480
H 1.394 -4.342 -2.961
H -1.940 -2.760 6.995
C 0.504 -1.901 6.033
H 2.292 -2.975 -0.296
C -0.167 -1.741 -1.620
H -0.203 5.615 -1.000
H 6.379 -0.053 -3.935
H 5.944 1.482 -2.075
C -1.027 -3.185 7.423
O 6.203 2.684 -3.349
H -1.970 0.300 -0.452
O 3.766 -2.410 -3.021
H 0.690 3.515 -0.289
O -2.094 5.400 0.699
S 4.701 -1.904 -2.040
O 0.206 6.390 1.060
H -1.174 8.502 1.734
C -0.074 4.886 -1.802
H 0.090 -2.783 9.252
O 2.004 -1.401 8.135
C 1.872 -3.918 -0.774
H 4.519 3.711 -5.224
C 6.691 -0.383 -2.939
H -2.025 5.016 -2.777
H -0.366 -3.800 5.433
O -10.004 -9.579 -0.413
O -3.372 -3.533 -1.318
H -3.145 7.228 3.660
H 4.315 6.317 -4.725
H 7.768 -0.219 -2.863
C -4.548 -4.256 -1.344
C -7.823 -6.803 0.786
O -0.277 1.336 -1.349
H -0.253 -1.342 5.479
*
```

Calculated values
* LUMO level: 1.546 eV

Löwdin population analysis, charges in e, atoms 1 to 4:
1. H 0.0661
2. H 0.1143
3. O -0.3374
4. H 0.0675



No. 4
Entry from the Open Molecules 2025 dataset: 6 unconnected molecules or ions with the total composition C29H58N3O11 in a non-equilibrium geometry (the ωB97M-V functional and the def2-TZVPD basis).

```
! RIJCOSX wB97M-V def2-TZVPD def2/J DEFGRID3
* xyz 1 1
H -0.691 0.480 2.257
H -0.235 2.549 -2.944
H 2.339 -7.204 -5.444
H -0.795 7.802 0.545
H -1.572 3.159 -4.182
H -2.743 -8.022 5.447
H 1.387 -0.769 -3.366
H -1.961 5.649 -4.691
O -0.704 0.923 7.145
H -0.026 -2.912 -3.468
C -1.410 8.573 -2.748
C -0.871 4.791 -2.753
H -0.569 9.573 -0.110
H 0.316 7.187 -3.436
C -0.418 -5.805 4.523
C 2.684 -6.443 -6.150
N 4.139 2.925 -3.564
H -0.618 -2.411 -5.043
H 0.149 5.188 -2.306
H 0.218 3.191 -5.875
H 0.394 8.205 -0.977
O -2.462 0.572 5.803
H -0.916 -4.895 4.173
H 1.187 1.196 7.859
H -2.166 -0.402 1.781
H -0.545 9.390 -2.658
O 0.205 -1.911 2.229
H 0.502 2.639 7.139
H -2.134 -2.573 5.697
H -2.922 2.905 7.366
N 3.060 3.644 -5.620
C -2.379 -6.596 6.980
H 4.938 2.681 -2.914
H -2.337 9.154 -3.212
C -0.535 3.429 -3.657
H 5.400 -4.380 -8.488
C -1.780 1.360 6.456
H -0.905 -2.182 -1.222
C 4.428 3.329 -5.013
H 0.570 2.792 9.656
H -3.804 -1.443 3.389
H 0.496 4.885 -5.077
H 0.765 -0.348 -4.949
H -1.116 -8.175 6.165
H 2.836 3.952 -6.608
C -0.759 -1.539 2.897
H -1.347 3.476 6.750
C -0.990 -0.282 -2.172
H -2.626 3.113 5.619
C -1.445 -0.242 2.586
C -2.160 -7.948 6.368
C -1.676 5.950 -3.588
C 0.265 1.782 7.775
H -0.908 7.765 -4.827
C -2.250 -1.914 4.829
C -0.624 8.436 -0.436
H -2.050 -0.899 5.185
H 0.360 -4.911 6.306
H -2.505 -8.709 7.075
C -3.648 -2.074 4.267
O -1.525 -5.594 6.679
H -1.037 -6.647 4.202
C 0.551 3.713 -4.856
H 3.928 -3.390 -8.346
O 1.482 -4.879 -4.830
C -0.194 2.187 9.160
H -4.397 -1.811 5.019
H -1.943 0.208 3.443
C 0.234 -2.337 -4.360
H 0.710 -1.500 -1.555
H 3.807 -5.142 -8.317
C -0.828 7.374 -3.702
H 3.729 -6.670 -6.354
N 2.778 2.948 -3.183
H -0.252 -0.828 -0.262
H -2.714 6.163 -3.041
O -1.900 0.431 -1.751
O -3.362 -6.383 7.689
H 1.104 -2.804 -4.830
C 2.111 3.398 -4.465
C -0.254 -5.775 6.028
C 4.426 -4.300 -7.996
C 0.523 -0.888 -4.026
C -0.312 -1.265 -1.264
H -3.816 -3.108 3.947
H -0.396 1.302 9.772
H -1.605 4.428 -1.884
H 5.205 -3.406 -6.213
O -1.736 8.171 -1.369
H 0.265 -6.657 6.416
C 4.590 -4.271 -6.491
H 5.109 -5.152 -6.103
O 3.319 -4.089 -5.840
H 2.102 -6.518 -7.072
O -0.643 -0.247 -3.477
H 0.556 -5.885 4.031
H 5.448 3.426 -5.589
C 2.465 -5.092 -5.539
O -1.262 -2.330 3.869
C -2.181 2.801 6.569
H -1.122 2.764 9.124
*
```

Calculated values
* LUMO level: -4.633 eV

Löwdin population analysis, charges in e, atoms 1 to 4:
1. H 0.0913
2. H 0.1062
3. H 0.0992
4. H 0.1091



Look up the LUMO level of the first one. 0.008 eV



Among the records above, which one has the highest LUMO level? C29H58BClFO9S



Look up the LUMO level of the second one. 2.072 eV